[1]
Below is the molecule C8H11ClN4, with properties calculated with ωB97M-V/def2-TZVPD.

Output
LUMO (eV): 0.6
Total energy (eV): -26956.999
HOMO level (eV): -8.3
Relative energy (zero: lowest compared OMol25 entry of this formula, charge and spin) (kcal per mole): 0.0
Charge: 0
F_max (hartree/bohr): 0.027
Gap between HOMO and LUMO (eV): 8.902

Geometry as XYZ:
```
24
Properties=species:S:1:pos:R:3:nbo_charge:R:1
C 1.213 -1.304 1.621 0.14
C 2.267 -2.827 0.300 -0.06
C 1.368 -2.568 -0.698 0.00
C 0.334 -0.950 0.552 0.33
C -0.310 1.372 1.097 -0.23
C 0.001 2.246 -0.103 -0.24
C -1.426 0.899 -1.484 -0.24
C -1.741 0.008 -0.289 -0.22
H 3.076 -3.550 0.227 0.21
H 1.390 -3.108 -1.649 0.20
H -1.145 1.826 1.646 0.21
H 0.560 1.333 1.798 0.22
H 0.193 3.275 0.226 0.21
H 0.893 1.888 -0.617 0.16
H -0.993 2.843 -1.818 0.36
H -2.315 0.978 -2.161 0.20
H -0.612 0.453 -2.024 0.18
H -2.627 0.400 0.202 0.20
H -1.912 -0.992 -0.626 0.23
N 2.163 -2.188 1.482 -0.38
N 0.421 -1.634 -0.593 -0.44
N -0.657 0.014 0.690 -0.43
N -1.141 2.246 -1.006 -0.63
Cl 1.000 -0.660 3.226 0.01
```


[2]
Below is the molecule C18H24N4O2, with properties calculated with ωB97M-V/def2-TZVPD.

Output
LUMO (eV): 0.7
Total energy (eV): -29110.789
HOMO level (eV): -8.7
Relative energy (zero: lowest compared OMol25 entry of this formula, charge and spin) (kcal per mole): 38.9
Charge: 0
F_max (hartree/bohr): 0.019
Gap between HOMO and LUMO (eV): 9.372

Geometry as XYZ:
```
48
Properties=species:S:1:pos:R:3:nbo_charge:R:1
C -5.233 -2.125 2.112 -0.64
C -4.195 -1.492 1.258 0.14
N -4.165 -0.187 1.047 -0.25
N -3.131 0.056 0.248 -0.15
C -2.466 -1.088 -0.071 0.03
C -3.138 -2.114 0.573 -0.31
H -2.926 -3.164 0.531 0.22
C -1.386 -1.159 -1.075 0.65
O -1.305 -0.407 -2.027 -0.61
N -0.524 -2.185 -0.862 -0.61
H -0.607 -2.730 -0.019 0.40
C 0.607 -2.441 -1.721 -0.23
C 1.936 -2.072 -1.055 -0.41
C 2.044 -0.563 -0.841 -0.21
N 3.082 -0.219 0.114 -0.44
C 2.946 1.147 0.593 -0.25
C 4.005 1.413 1.662 -0.07
O 5.305 1.220 1.158 -0.52
C 5.448 -0.091 0.667 -0.07
C 4.421 -0.400 -0.422 -0.26
H 4.543 -1.435 -0.743 0.20
H 4.598 0.265 -1.287 0.17
H 6.462 -0.163 0.272 0.19
H 5.323 -0.812 1.490 0.16
H 3.958 2.448 2.005 0.19
H 3.832 0.736 2.513 0.17
H 1.953 1.274 1.031 0.20
H 3.068 1.877 -0.227 0.17
H 2.191 -0.059 -1.811 0.17
H 1.098 -0.206 -0.428 0.20
H 2.015 -2.569 -0.086 0.21
H 2.747 -2.430 -1.689 0.21
H 0.457 -1.835 -2.618 0.23
H 0.611 -3.500 -1.999 0.20
C -2.807 1.375 -0.102 0.13
C -1.487 1.807 -0.102 -0.14
C -1.195 3.112 -0.450 -0.22
C -2.214 3.992 -0.775 -0.21
C -3.532 3.567 -0.742 -0.20
C -3.833 2.261 -0.406 -0.19
H -4.852 1.910 -0.375 0.23
H -4.328 4.255 -0.985 0.22
H -1.980 5.011 -1.046 0.21
H -0.168 3.444 -0.459 0.21
H -0.696 1.126 0.172 0.20
H -4.771 -2.663 2.938 0.22
H -5.891 -1.357 2.509 0.23
H -5.821 -2.834 1.530 0.22
```


[3]
Below is a structure of composition CF3MgNO4S3Y, with properties calculated with ωB97M-V/def2-TZVPD.

Output
LUMO (eV): -6.0
Total energy (eV): -57856.866
HOMO level (eV): -13.1
Relative energy (zero: lowest compared OMol25 entry of this formula, charge and spin) (kcal per mole): 0.0
Charge: +1
F_max (hartree/bohr): 0.107
Gap between HOMO and LUMO (eV): 7.097

Geometry as XYZ:
```
14
Properties=species:S:1:pos:R:3:nbo_charge:R:1
Mg 0.963 -1.002 0.660 1.82
N -0.731 -0.923 1.579 -1.53
S -1.801 0.088 1.381 2.12
O -1.555 1.340 0.520 -1.13
C -3.116 -0.644 0.272 0.71
F -4.181 -0.981 0.985 -0.28
F -2.620 -1.737 -0.320 -0.32
F -3.481 0.197 -0.689 -0.32
Y -0.398 1.673 -1.129 2.24
S 1.466 2.138 -3.058 0.46
O -0.155 1.888 -3.076 -1.04
S 2.327 0.553 -1.901 0.40
O 1.196 0.453 -0.694 -1.25
O -2.505 0.603 2.590 -0.89
```


[4]
Below is the ion C4H8N3 with charge +1, with properties calculated with ωB97M-V/def2-TZVPD.

Output
LUMO (eV): -3.0
Total energy (eV): -8741.047
HOMO level (eV): -14.0
Relative energy (zero: lowest compared OMol25 entry of this formula, charge and spin) (kcal per mole): 40.0
Charge: +1
F_max (hartree/bohr): 0.097
Gap between HOMO and LUMO (eV): 10.989

Geometry as XYZ:
```
15
Properties=species:S:1:pos:R:3:nbo_charge:R:1
C -2.107 -0.183 -0.592 -0.06
C -0.896 -0.514 -1.068 -0.03
C -0.699 0.153 0.979 0.30
C 1.398 -0.427 -0.117 -0.07
N -1.914 0.242 0.672 -0.44
N 0.025 -0.309 -0.016 -0.29
N 2.065 0.734 0.443 -0.86
H -2.989 -0.326 -1.112 0.26
H -0.584 -0.752 -2.070 0.26
H -0.299 0.393 1.909 0.25
H 1.927 -1.383 0.155 0.24
H 1.471 -0.447 -1.226 0.20
H -2.600 0.770 1.161 0.46
H 2.357 1.457 -0.180 0.39
H 2.845 0.593 1.064 0.40
```


[5]
Below is the ion C21H35N4O4S with charge +1, with properties calculated with ωB97M-V/def2-TZVPD.

Output
LUMO (eV): -4.7
Total energy (eV): -47316.591
HOMO level (eV): -11.2
Charge: +1
F_max (hartree/bohr): 0.103
Gap between HOMO and LUMO (eV): 6.574

Geometry as XYZ:
```
65
Properties=species:S:1:pos:R:3:nbo_charge:R:1
C 5.443 -2.377 -0.850 -0.26
O 6.175 -1.459 -0.017 -0.55
C 5.979 -0.092 -0.429 -0.06
C 4.612 0.449 0.248 -0.44
C 4.373 2.021 -0.028 -0.42
C 2.851 2.348 -0.494 -0.40
C 1.949 2.883 0.728 -0.40
C 0.447 3.238 0.267 -0.41
C -0.584 2.142 0.820 -0.41
C -1.696 2.768 1.801 -0.42
C -2.531 1.601 2.540 -0.24
N -2.558 0.321 1.723 -0.12
N -1.765 -0.620 2.207 -0.14
C -1.852 -1.750 1.409 0.18
C -0.965 -2.989 1.945 -0.45
C 0.503 -2.459 2.392 -0.43
C 1.444 -2.120 1.136 -0.08
O 1.487 -0.672 0.933 -0.74
C -2.629 -2.005 0.140 0.34
O -2.553 -3.244 -0.514 -0.68
C -3.507 -0.849 -0.339 0.02
C -4.405 -0.894 -1.635 -0.46
C -3.532 -1.334 -2.925 -0.51
C -4.334 -0.885 -4.257 0.69
N -3.651 -0.222 -5.401 -0.86
O -5.544 -1.143 -4.308 -0.50
C -3.389 0.323 0.618 0.38
N -4.212 1.524 0.334 -0.52
C -5.407 1.210 0.728 0.24
S -7.008 1.075 1.107 0.23
H 6.066 -3.307 -1.064 0.20
H 5.150 -1.933 -1.869 0.17
H 4.478 -2.715 -0.348 0.16
H 6.850 0.522 -0.019 0.20
H 5.875 0.052 -1.553 0.17
H 4.628 0.227 1.370 0.21
H 3.759 -0.110 -0.277 0.20
H 5.092 2.373 -0.848 0.21
H 4.525 2.614 0.937 0.21
H 2.427 1.416 -0.984 0.21
H 2.932 3.187 -1.273 0.21
H 1.941 2.023 1.493 0.18
H 2.415 3.792 1.241 0.22
H 0.137 4.309 0.542 0.22
H 0.453 3.204 -0.881 0.22
H -1.055 1.639 -0.098 0.20
H -0.083 1.300 1.405 0.20
H -2.456 3.333 1.156 0.23
H -1.238 3.435 2.612 0.24
H -3.595 1.936 2.799 0.24
H -2.026 1.423 3.554 0.25
H -1.421 -3.421 2.906 0.26
H -0.774 -3.767 1.148 0.24
H 0.450 -1.558 3.082 0.22
H 1.016 -3.324 2.944 0.23
H 1.118 -2.665 0.190 0.18
H 2.533 -2.411 1.371 0.19
H 1.521 -0.220 1.797 0.47
H -1.817 -3.255 -1.167 0.51
H -4.756 0.176 -1.860 0.25
H -5.354 -1.517 -1.519 0.29
H -2.544 -0.747 -2.963 0.21
H -3.333 -2.458 -2.936 0.25
H -2.953 -0.893 -5.771 0.38
H -3.099 0.551 -4.995 0.37
```